No. 1
A 8-piece molecular cluster, C28H38F18O20S2 overall in a non-equilibrium geometry, computed with wB97M-V/def2-TZVPD.

Calculated values
Calculated total energy ... -5188.35617 hartree
Charge ... 0
HOMO ... -0.405 hartree

```
106
C28H38F18O20S2 (wB97M-V/def2-TZVPD)
C -2.58 -8.85 0.74
C -2.91 -8.10 -0.57
O -2.97 -6.67 -0.25
C -3.17 -5.73 -1.24
O -3.48 -6.00 -2.45
C -2.95 -4.29 -0.76
F -1.83 -3.92 -1.50
F -4.05 -3.58 -1.18
F -2.68 -4.25 0.57
H -2.58 -9.94 0.69
H -3.39 -8.68 1.45
H -1.63 -8.60 1.20
H -3.85 -8.48 -0.97
H -2.15 -8.23 -1.34
C 3.16 -0.95 -3.85
C 1.89 -0.23 -3.73
O 2.19 1.17 -3.84
C 1.47 1.84 -4.75
O 0.68 1.41 -5.56
C 1.76 3.35 -4.70
F 0.84 4.07 -5.46
F 1.63 3.72 -3.44
F 3.04 3.72 -5.12
H 3.84 -0.66 -3.05
H 3.60 -0.70 -4.81
H 2.91 -2.01 -3.76
H 1.40 -0.54 -2.80
H 1.17 -0.61 -4.46
C -3.14 -0.47 -1.25
C -1.82 -0.49 -0.37
O -1.12 0.67 -0.52
C -0.15 0.91 0.42
O 0.21 0.21 1.39
C 0.58 2.20 0.14
F 0.42 3.11 1.15
F 1.91 2.05 -0.01
F 0.22 2.80 -0.96
H -3.84 0.33 -0.99
H -3.72 -1.40 -1.22
H -2.96 -0.32 -2.31
H -1.21 -1.36 -0.63
H -2.14 -0.66 0.65
C -2.76 3.55 -4.15
C -3.80 2.59 -3.88
O -5.13 3.13 -3.99
C -5.95 2.82 -5.12
O -5.57 2.09 -5.98
C -7.34 3.48 -5.22
F -8.24 2.61 -5.57
F -7.66 3.98 -4.08
F -7.23 4.50 -6.05
H -3.00 4.59 -3.93
H -2.61 3.48 -5.23
H -1.81 3.34 -3.66
H -3.72 2.37 -2.82
H -3.57 1.66 -4.41
C 8.15 2.43 -3.57
C 7.90 2.46 -2.07
O 6.69 3.10 -1.68
C 6.61 4.12 -0.86
O 7.55 4.85 -0.53
C 5.15 4.56 -0.54
F 4.45 3.52 -0.09
F 5.19 5.37 0.50
F 4.57 5.24 -1.55
H 8.26 3.44 -3.96
H 7.29 2.05 -4.12
H 9.11 1.96 -3.77
H 8.74 2.93 -1.57
H 7.97 1.42 -1.75
C 1.34 2.98 3.86
C 1.31 2.69 5.35
O 2.59 2.97 5.86
C 2.86 4.06 6.67
O 1.99 4.73 7.28
C 4.39 4.34 6.96
F 5.03 4.42 5.76
F 4.49 5.36 7.79
F 4.92 3.21 7.44
H 1.78 2.06 3.48
H 1.99 3.81 3.58
H 0.32 3.08 3.49
H 1.05 1.63 5.40
H 0.62 3.22 6.01
C -3.69 -3.97 3.82
C -5.23 -4.14 3.83
O -5.78 -2.85 3.61
S -4.65 -1.65 3.26
O -4.87 -0.48 4.10
O -4.47 -1.62 1.80
O -3.56 -2.61 4.03
H -3.31 -4.27 2.85
H -3.14 -4.62 4.49
H -5.60 -4.46 4.80
H -5.62 -4.87 3.11
C 2.00 -2.14 3.07
C 1.03 -1.77 4.15
O -0.01 -2.73 4.02
S 0.66 -4.23 3.73
O -0.28 -5.12 3.03
O 1.42 -4.73 4.87
O 1.70 -3.48 2.71
H 2.98 -2.09 3.52
H 1.85 -1.59 2.13
H 0.63 -0.77 4.05
H 1.42 -1.78 5.17
```

Here are the Löwdin charges for atoms 1 to 4, given in e:
1 C -0.061
2 C -0.176
3 O -0.008
4 C -0.283

---

No. 2
A 4-piece molecular cluster, C2H12O4 overall in a non-equilibrium geometry, computed with wB97M-V/def2-TZVPD.

Calculated values
Calculated total energy ... -384.31122 hartree
Charge ... 0
HOMO ... -0.382 hartree

```
18
C2H12O4 (wB97M-V/def2-TZVPD)
C -2.08 -2.40 1.20
O -1.42 -1.08 1.09
C -1.19 -3.40 1.92
H -2.89 -2.17 1.89
H -2.46 -2.71 0.24
H -1.51 -0.86 0.16
H -1.61 -4.16 2.60
H -0.56 -3.93 1.18
H -0.55 -2.88 2.62
H -0.22 1.18 -2.40
H 0.81 2.09 -1.52
O 0.14 2.04 -2.22
H 1.99 3.72 -4.44
H 3.23 3.71 -5.39
O 2.81 3.28 -4.63
H 1.50 2.36 1.88
H 1.76 2.76 3.30
O 2.23 2.45 2.50
```

Here are the Löwdin charges for atoms 1 to 4, given in e:
1 C -0.272
2 O -0.101
3 C -0.096
4 H 0.097

---

No. 3
C38H35BInN9O16 as an isolated structure in a non-equilibrium geometry, computed with wB97M-V/def2-TZVPD.

Calculated values
Multiplicity ... 2
Calculated total energy ... -3379.96938 hartree
Charge ... +1
HOMO (spin up / spin down) ... -0.419 / -0.419 hartree

```
100
C38H35BInN9O16 (wB97M-V/def2-TZVPD)
In -14.38 -15.34 15.82
O -8.56 -10.27 21.10
C -9.02 -11.31 20.60
O -10.25 -11.59 20.46
B -10.46 -12.96 19.88
O -9.07 -13.34 19.52
C -8.19 -12.35 20.03
O -6.93 -12.44 20.05
O -11.38 -12.87 18.82
C -12.36 -13.66 18.95
O -13.27 -13.94 18.18
C -12.27 -14.18 20.45
O -11.11 -13.75 20.91
O -13.03 -14.93 21.01
C -10.62 -9.48 18.10
C -9.33 -9.72 17.45
N -8.31 -9.84 16.99
H -11.08 -10.42 17.81
H -11.06 -8.61 17.60
H -10.49 -9.35 19.17
C -6.57 -15.36 22.08
C -6.11 -16.62 21.49
N -5.65 -17.61 21.07
H -7.45 -14.90 21.63
H -5.69 -14.72 22.12
H -6.77 -15.49 23.14
C -8.86 -15.14 16.81
C -10.17 -14.83 16.32
N -11.22 -14.62 15.91
H -8.32 -15.43 15.91
H -8.83 -15.94 17.56
H -8.27 -14.31 17.20
C -7.95 -7.24 21.69
C -8.42 -6.88 20.36
N -8.74 -6.57 19.31
H -6.87 -7.14 21.76
H -8.23 -8.24 22.03
H -8.45 -6.69 22.49
C -11.19 -15.09 23.46
C -10.45 -16.19 22.80
N -9.91 -17.08 22.26
H -11.26 -15.60 24.42
H -12.17 -14.95 23.02
H -10.65 -14.15 23.57
C -6.22 -9.91 25.14
C -6.15 -10.40 23.83
C -5.45 -11.59 23.57
C -4.68 -12.22 24.61
C -4.77 -11.71 25.92
C -5.59 -10.63 26.19
N -3.72 -13.26 24.29
O -3.26 -13.86 25.29
O -3.40 -13.43 23.14
H -6.81 -9.02 25.24
H -6.77 -9.94 23.08
H -5.47 -12.02 22.58
H -4.14 -12.09 26.71
H -5.49 -10.25 27.20
C -11.07 -10.88 23.62
C -12.36 -11.15 23.10
C -13.43 -10.69 23.80
C -13.29 -9.84 24.90
C -12.03 -9.56 25.42
C -10.87 -10.09 24.74
N -14.50 -9.22 25.48
O -14.43 -8.71 26.55
O -15.49 -9.06 24.82
H -10.14 -11.15 23.13
H -12.55 -11.64 22.16
H -14.39 -11.06 23.47
H -11.82 -8.82 26.18
H -9.86 -9.80 25.00
C -5.73 -16.83 17.90
C -5.07 -17.03 16.68
C -4.37 -16.05 16.00
C -4.32 -14.74 16.56
C -5.19 -14.49 17.67
C -5.95 -15.49 18.27
N -3.48 -13.70 15.96
O -3.36 -12.53 16.43
O -2.86 -14.01 14.93
H -6.20 -17.59 18.49
H -5.11 -18.07 16.39
H -3.66 -16.26 15.21
H -5.24 -13.61 18.31
H -6.54 -15.28 19.15
C -13.79 -17.88 22.04
C -14.70 -18.48 21.15
C -15.48 -19.55 21.59
C -15.35 -20.10 22.93
C -14.40 -19.54 23.73
C -13.70 -18.40 23.31
N -16.16 -21.19 23.38
O -16.30 -21.49 24.55
O -16.87 -21.85 22.64
H -13.15 -17.07 21.72
H -14.98 -18.09 20.18
H -16.11 -20.14 20.94
H -14.45 -19.58 24.81
H -13.13 -17.79 23.99
```

Here are the Löwdin charges for atoms 1 to 4, given in e:
1 In 0.990
2 O 0.089
3 C -0.441
4 O 0.228

---

No. 4
C3H8N4 as an isolated structure in a non-equilibrium geometry, computed with wB97M-V/def2-TZVPD.

Calculated values
Calculated total energy ... -337.92419 hartree
Charge ... 0
HOMO ... -0.340 hartree

```
15
C3H8N4 (wB97M-V/def2-TZVPD)
C -0.51 0.21 -0.87
C 1.07 -1.30 0.22
C 0.71 -0.43 1.55
H -1.84 1.25 -2.02
H 0.31 -1.14 -1.79
H 2.26 -1.08 0.20
H 0.68 -2.52 0.31
H 1.56 0.45 2.01
H 0.69 -1.15 2.40
H -1.27 -0.03 1.38
H -1.47 1.61 -0.01
N -1.13 0.40 -1.91
N 0.54 -0.52 -0.95
N -0.37 0.53 1.54
N -0.25 1.27 0.20
```

Here are the Löwdin charges for atoms 1 to 4, given in e:
1 C -0.687
2 C -0.159
3 C -0.285
4 H 0.106

---

No. 5
One molecule with the formula C3H4O3, computed with wB97M-V/def2-TZVPD.

Calculated values
Calculated total energy ... -342.38348 hartree
Charge ... 0
HOMO ... -0.372 hartree

```
10
C3H4O3 (wB97M-V/def2-TZVPD)
O 0.85 -0.48 -1.31
C -0.23 -0.13 -0.49
C 0.00 1.20 0.22
O -0.86 2.00 0.47
C -0.36 -1.13 0.68
O 0.50 -1.20 1.52
H 1.50 0.23 -1.32
H -1.16 -0.09 -1.07
H 1.06 1.33 0.55
H -1.29 -1.73 0.76
```

Here are the Löwdin charges for atoms 1 to 4, given in e:
1 O -0.001
2 C -0.314
3 C -0.214
4 O 0.092

---

No. 6
C29H39CrN4O5 as an isolated structure, computed with wB97M-V/def2-TZVPD.

Calculated values
Multiplicity ... 2
Calculated total energy ... -2768.23443 hartree
Charge ... 0
HOMO (spin up / spin down) ... -0.281 / -0.285 hartree

```
78
C29H39CrN4O5 (wB97M-V/def2-TZVPD)
Cr 0.60 -0.21 -0.42
O -1.01 -2.32 -1.75
C -0.25 -2.53 -2.92
C 0.46 -1.28 -3.42
N 1.35 -0.64 -2.41
C 2.47 -1.58 -2.12
C 2.20 -2.43 -0.89
O 2.71 -3.52 -0.78
O 1.45 -1.85 0.01
C 1.86 0.67 -2.92
C 1.77 1.80 -1.90
O 2.35 2.84 -2.11
O 1.02 1.55 -0.86
H -1.75 -1.73 -1.94
H -0.87 -2.90 -3.74
H 0.46 -3.32 -2.67
H -0.28 -0.53 -3.73
H 1.05 -1.54 -4.30
H 3.36 -0.99 -1.89
H 2.70 -2.20 -2.98
H 1.28 0.97 -3.80
H 2.90 0.59 -3.25
C -5.98 0.28 -1.28
C -4.53 0.49 -1.59
C -4.13 0.96 -2.84
C -2.78 1.16 -3.11
C -2.32 1.68 -4.45
C -1.85 0.86 -2.13
C -2.20 0.37 -0.85
C -3.57 0.21 -0.62
N -1.16 0.07 0.03
C -1.27 -0.28 1.46
C -1.38 -1.80 1.65
C -1.23 -2.17 3.13
C 0.13 -1.70 3.64
C 0.23 -0.17 3.53
C -0.89 0.49 4.34
C -2.23 0.03 3.79
C -2.34 -1.50 3.94
C -2.39 0.38 2.30
C 0.06 0.26 2.07
H -6.62 0.67 -2.07
H -6.26 0.77 -0.35
H -6.21 -0.78 -1.17
H -4.88 1.19 -3.59
H -3.11 2.24 -4.94
H -2.05 0.85 -5.12
H -1.45 2.33 -4.34
H -0.81 1.10 -2.32
H -3.94 -0.16 0.32
H -0.61 -2.30 1.07
H -2.34 -2.14 1.26
H -1.30 -3.25 3.23
H 0.93 -2.17 3.05
H 0.27 -2.00 4.68
H 1.20 0.17 3.89
H -0.80 1.58 4.27
H -0.81 0.22 5.39
H -3.04 0.51 4.34
H -3.32 -1.84 3.60
H -2.26 -1.77 5.00
H -2.39 1.46 2.14
H -3.36 0.00 2.01
H 0.98 -0.07 1.55
H 0.05 1.35 1.99
N 6.68 3.03 1.64
C 5.63 2.23 1.26
C 5.83 1.11 0.45
C 4.73 0.36 0.07
N 3.47 0.63 0.42
C 3.30 1.70 1.20
C 4.32 2.51 1.64
H 7.61 2.69 1.53
H 6.53 3.70 2.38
H 6.82 0.83 0.12
H 4.89 -0.52 -0.54
H 2.27 1.94 1.46
H 4.09 3.37 2.26
```

Here are the Löwdin charges for atoms 1 to 4, given in e:
1 Cr 0.885
2 O -0.050
3 C -0.209
4 C -0.143

---

No. 7
An isolated ion of composition C4H7N2O and charge +1 in a non-equilibrium geometry, computed with wB97M-V/def2-TZVPD.

Calculated values
Calculated total energy ... -340.99506 hartree
Charge ... +1
HOMO ... -0.502 hartree

```
14
C4H7N2O (wB97M-V/def2-TZVPD)
C 1.19 0.85 -0.38
C 1.04 -1.33 0.10
C 0.43 1.61 0.39
C -1.00 -0.32 -0.48
N 1.71 -0.33 -0.13
N -0.38 -1.27 0.13
O -2.21 0.06 -0.19
H 1.54 1.11 -1.38
H 1.56 -2.36 0.24
H 0.21 1.63 1.49
H -0.02 2.61 -0.08
H -0.66 0.08 -1.33
H -0.81 -1.90 0.95
H -2.61 -0.42 0.66
```

Here are the Löwdin charges for atoms 1 to 4, given in e:
1 C -0.288
2 C -0.110
3 C 0.023
4 C -0.199

---

No. 8
A 2-piece molecular cluster, C2H5NO3 overall in a non-equilibrium geometry, computed with wB97M-V/def2-TZVPD.

Calculated values
Calculated total energy ... -359.67402 hartree
Charge ... 0
HOMO ... -0.392 hartree

```
11
C2H5NO3 (wB97M-V/def2-TZVPD)
O -1.02 -1.15 -0.72
C 0.17 -1.28 -0.61
N 0.97 -0.14 -0.41
C 0.60 1.21 -0.73
O -0.18 1.45 -1.59
H 0.76 -2.20 -0.61
H 1.94 -0.30 -0.21
H 1.11 1.94 -0.09
H -1.67 -0.58 1.71
H -1.03 0.68 1.31
O -1.64 0.37 1.96
```

Here are the Löwdin charges for atoms 1 to 4, given in e:
1 O 0.064
2 C -0.304
3 N 0.067
4 C -0.293

---

No. 9
One molecule with the formula C3H14N6O3S in a non-equilibrium geometry, computed with wB97M-V/def2-TZVPD.

Calculated values
Calculated total energy ... -1075.07342 hartree
Charge ... 0
HOMO ... -0.312 hartree

```
27
C3H14N6O3S (wB97M-V/def2-TZVPD)
C -1.80 -0.71 -0.43
C -0.28 -0.47 -0.47
C 0.14 0.71 0.53
N -2.62 0.45 -0.57
N -2.26 -1.51 0.61
N 0.39 -1.67 0.03
N 0.11 0.03 -1.82
N -0.33 0.72 1.82
N 0.00 1.98 -0.07
O 3.83 1.29 -0.25
O 3.69 -0.90 1.00
O 1.62 0.54 0.68
S 3.00 -0.15 0.03
H -1.98 -1.36 -1.43
H -2.73 0.92 0.34
H -2.12 1.05 -1.18
H -3.18 -1.72 0.39
H -1.65 -2.09 1.09
H 1.21 -1.44 0.66
H 0.55 -2.29 -0.73
H -0.78 0.31 -2.28
H 0.58 -0.80 -2.25
H -1.26 0.37 2.07
H 0.36 0.68 2.58
H 0.22 2.72 0.55
H 0.54 1.93 -0.85
H 4.76 1.41 -0.03
```

Here are the Löwdin charges for atoms 1 to 4, given in e:
1 C -0.510
2 C -0.471
3 C -0.581
4 N 0.063

---

No. 10
C7H11O as an isolated structure in a non-equilibrium geometry, computed with wB97M-V/def2-TZVPD.

Calculated values
Calculated total energy ... -348.33910 hartree
Charge ... -1
HOMO ... -0.085 hartree

```
19
C7H11O (wB97M-V/def2-TZVPD)
C -0.72 1.32 2.64
O -1.09 0.81 3.92
C -0.50 0.14 1.67
C -0.64 0.42 0.18
C 0.41 -0.11 -0.71
C 1.29 -1.13 -0.55
C 0.88 -0.46 -3.24
C 0.17 -0.64 -2.09
H -1.55 2.05 2.19
H 0.23 1.91 2.66
H 0.44 -0.29 2.06
H -1.34 -0.59 1.99
H -0.74 1.53 0.08
H -1.56 0.01 -0.27
H 2.37 -0.97 -0.80
H 0.90 -2.05 -0.07
H 1.88 -0.11 -3.27
H 0.44 -0.83 -4.21
H -0.86 -1.01 -2.19
```

Here are the Löwdin charges for atoms 1 to 4, given in e:
1 C -0.521
2 O -0.451
3 C -0.254
4 C -0.202

---

No. 11
One molecule with the formula C6H6 in a non-equilibrium geometry, computed with wB97M-V/def2-TZVPD.

Calculated values
Calculated total energy ... -231.99806 hartree
Charge ... 0
HOMO ... -0.300 hartree

```
12
C6H6 (wB97M-V/def2-TZVPD)
C 1.28 -2.15 0.09
C 1.32 -0.91 0.25
C -0.15 -0.59 -0.10
C 0.63 0.40 0.23
C -1.42 -1.18 -0.52
C 0.85 1.83 0.45
H -2.18 -0.40 -0.57
H -1.73 -1.95 0.19
H -1.31 -1.65 -1.50
H 1.72 2.00 1.07
H -0.03 2.27 0.92
H 1.01 2.33 -0.51
```

Here are the Löwdin charges for atoms 1 to 4, given in e:
1 C 0.083
2 C -0.236
3 C -0.172
4 C -0.153